Entry 1:
2 unconnected molecules or ions with the total composition C3H4NO3. Source: OMol25; level of theory: ωB97M-V with the def2-TZVPD basis set.

Values from the calculation:
Lowest unoccupied orbital energy: 0.146 Eh
Charge: -1
Frontier orbital gap: 6.6 eV
Energy relative to the best compared isomer or geometry (same formula, charge and spin): 400.1 kJ/mol

CARTESIAN COORDINATES (ANGSTROEM)
C -1.127 -1.102 -0.054
C 2.522 -0.219 -0.288
C 1.196 -0.194 -0.100
N 0.011 -0.506 -0.195
O -2.010 2.027 0.143
O 3.376 0.657 -0.018
O -2.291 -0.664 0.137
H -0.941 -2.201 -0.122
H 2.838 -1.237 -0.623
H -2.350 1.190 0.541
H -1.225 2.249 0.579

***

Entry 2:
A molecular structure, C45H97N3O21P5Ti. Source: OMol25; level of theory: ωB97M-V with the def2-TZVPD basis set.

Values from the calculation:
Multiplicity: 5
Lowest unoccupied orbital energy (alpha / beta): -0.110 / -0.250 Eh
Charge: +1
Frontier orbital gap (alpha / beta): 5.7 / 3.3 eV
⟨S²⟩: 6.02

CARTESIAN COORDINATES (ANGSTROEM)
Ti -0.289 0.780 -5.679
C 0.895 -0.437 -1.938
C -0.258 0.593 -2.228
C -0.554 1.452 -0.974
O -0.125 1.256 -3.442
H 0.681 -1.106 -1.104
H 1.800 0.136 -1.738
H 1.103 -1.109 -2.771
H -1.131 -0.052 -2.326
H -1.505 1.972 -1.091
H 0.170 2.229 -0.728
H -0.498 0.858 -0.061
C 7.494 4.305 -0.482
C 7.131 3.865 1.013
O 7.059 2.467 1.016
P 5.643 1.660 1.108
O 4.806 2.119 2.265
O 4.977 1.952 -0.362
C 3.575 2.178 -0.538
C 3.351 3.577 -0.963
O 6.069 0.074 1.118
C 5.172 -0.953 1.334
C 4.593 -1.484 0.027
H 8.527 4.080 -0.744
H 6.806 3.925 -1.237
H 7.340 5.384 -0.496
H 7.983 4.113 1.645
H 6.253 4.293 1.498
H 3.338 1.537 -1.387
H 2.904 1.892 0.273
H 2.312 3.582 -1.293
H 3.496 4.236 -0.107
H 4.118 3.801 -1.704
H 5.657 -1.791 1.833
H 4.430 -0.750 2.106
H 3.752 -2.149 0.220
H 4.152 -0.695 -0.583
H 5.397 -1.934 -0.555
C -2.710 -3.611 -3.678
C -1.518 -2.680 -4.042
O -0.688 -3.377 -4.953
P 0.645 -2.659 -5.518
O 0.471 -1.305 -6.092
O 1.723 -2.741 -4.342
C 1.976 -3.979 -3.597
C 2.825 -3.501 -2.403
O 1.118 -3.712 -6.654
C 2.047 -3.305 -7.622
C 3.448 -3.282 -7.098
H -3.355 -3.605 -4.557
H -2.387 -4.585 -3.312
H -3.283 -3.144 -2.878
H -1.894 -1.816 -4.590
H -0.922 -2.310 -3.208
H 1.030 -4.452 -3.333
H 2.492 -4.696 -4.235
H 3.790 -3.074 -2.677
H 2.369 -2.829 -1.676
H 3.049 -4.457 -1.930
H 2.044 -3.992 -8.468
H 1.741 -2.311 -7.947
H 4.201 -3.189 -7.880
H 3.604 -2.593 -6.268
H 3.638 -4.312 -6.795
C 4.489 -1.933 4.959
C 3.213 -2.624 4.520
O 3.078 -2.689 3.128
P 1.511 -2.958 2.548
O 0.523 -3.503 3.526
O 1.803 -3.843 1.182
C 2.274 -5.156 1.319
C 1.272 -6.009 0.443
O 1.193 -1.538 1.909
C 1.211 -0.393 2.766
C -0.056 -0.165 3.557
H 5.257 -2.106 4.206
H 4.383 -0.858 5.107
H 4.938 -2.149 5.928
H 3.339 -3.671 4.796
H 2.322 -2.213 4.995
H 3.217 -5.127 0.772
H 2.429 -5.497 2.342
H 0.250 -6.050 0.819
H 1.189 -5.640 -0.580
H 1.818 -6.951 0.493
H 2.097 -0.333 3.398
H 1.341 0.414 2.045
H -0.183 -0.962 4.290
H 0.004 0.792 4.074
H -0.896 -0.277 2.872
C -1.326 -3.294 0.011
C -1.941 -1.905 0.234
O -3.038 -1.934 1.189
P -4.542 -2.472 0.774
O -4.652 -3.319 -0.434
O -5.146 -3.080 2.163
C -6.388 -3.682 2.192
C -6.784 -3.739 3.672
O -5.367 -1.077 0.684
C -5.183 -0.015 1.551
C -6.528 0.273 2.304
H -1.803 -3.777 -0.842
H -0.277 -3.159 -0.253
H -1.298 -3.850 0.948
H -1.157 -1.271 0.646
H -2.295 -1.512 -0.720
H -7.212 -3.187 1.678
H -6.402 -4.714 1.840
H -6.628 -2.752 4.107
H -7.836 -4.010 3.753
H -6.169 -4.430 4.249
H -4.336 -0.172 2.218
H -5.047 0.861 0.916
H -6.630 -0.438 3.124
H -6.383 1.232 2.803
H -7.460 0.155 1.752
C -1.191 1.567 8.758
C -1.312 1.030 7.334
O -2.636 1.271 6.770
P -2.882 2.642 5.792
O -1.964 3.776 6.177
O -2.680 2.123 4.280
C -2.841 2.940 3.126
C -1.869 2.602 2.107
O -4.519 2.934 5.907
C -4.941 4.205 5.453
C -6.424 4.395 5.683
H -1.953 1.169 9.429
H -0.226 1.238 9.143
H -1.160 2.655 8.822
H -0.533 1.569 6.794
H -1.032 -0.017 7.222
H -3.832 2.649 2.777
H -2.765 4.000 3.368
H -2.064 3.196 1.214
H -0.832 2.723 2.418
H -2.053 1.588 1.752
H -4.413 4.955 6.042
H -4.791 4.236 4.374
H -6.864 5.184 5.074
H -6.901 3.463 5.380
H -6.643 4.507 6.745
N -3.367 1.371 -3.525
C -4.353 0.693 -2.796
C -5.567 1.518 -2.789
C -5.283 2.661 -3.595
C -3.949 2.541 -4.040
H -2.422 1.022 -3.602
H -4.134 -0.221 -2.265
H -6.506 1.230 -2.338
H -5.956 3.492 -3.739
H -3.284 3.155 -4.630
N 2.788 1.231 -4.371
C 3.070 2.275 -5.177
C 3.956 1.792 -6.130
C 4.328 0.447 -5.818
C 3.550 0.074 -4.731
H 2.056 1.261 -3.675
H 2.619 3.215 -4.896
H 4.277 2.393 -6.968
H 5.014 -0.234 -6.299
H 3.471 -0.839 -4.159
N -0.164 4.335 -2.660
C -1.338 4.984 -2.519
C -1.134 6.334 -2.712
C 0.217 6.524 -2.955
C 0.823 5.274 -2.883
H -0.065 3.330 -2.700
H -2.242 4.451 -2.264
H -1.932 7.059 -2.641
H 0.723 7.430 -3.252
H 1.857 4.973 -2.965

***

Entry 3:
A molecular structure, C9H25N3O6PSV. Source: OMol25; level of theory: ωB97M-V with the def2-TZVPD basis set.

Values from the calculation:
Multiplicity: 2
Lowest unoccupied orbital energy (alpha / beta): -0.268 / -0.268 Eh
Charge: +1
Frontier orbital gap (alpha / beta): 1.8 / 1.8 eV
⟨S²⟩: 0.76

CARTESIAN COORDINATES (ANGSTROEM)
O 2.391 -10.032 1.045
V 3.049 -9.445 -0.330
O -1.305 -4.716 0.555
C -0.346 -5.507 0.027
O 0.838 -5.427 0.391
O -0.564 -6.525 -0.601
H -0.746 -4.043 0.952
O 3.069 4.543 -1.513
P 1.617 4.689 -1.879
N 0.987 6.140 -1.212
C -0.426 6.329 -0.837
C 1.990 7.040 -0.561
N 0.640 3.415 -1.158
C 1.008 2.809 0.208
C -0.088 2.493 -1.950
N 1.154 4.904 -3.583
C 2.202 5.288 -4.418
C -0.274 5.192 -3.969
H -0.930 6.867 -1.640
H -0.673 6.936 0.034
H -1.015 5.413 -0.805
H 2.773 7.013 -1.319
H 2.283 6.397 0.269
H 1.675 8.017 -0.194
H 1.899 2.180 0.198
H 1.192 3.484 1.044
H 0.118 2.263 0.521
H -1.036 2.098 -1.585
H -0.378 2.988 -2.877
H 0.608 1.665 -2.086
H 1.874 5.104 -5.441
H 2.383 6.350 -4.248
H 3.094 4.690 -4.234
H -1.041 5.157 -3.195
H -0.540 4.546 -4.806
H -0.367 6.182 -4.414
C -1.555 -9.396 6.063
S -2.911 -10.591 5.528
O -3.864 -10.646 6.744
C -3.671 -9.317 4.404
H -1.895 -8.629 6.758
H -1.058 -8.928 5.214
H -0.762 -9.908 6.607
H -2.963 -9.023 3.629
H -3.953 -8.383 4.890
H -4.483 -9.672 3.771

***

no.,strongest force on any atom (hartree/bohr)
1,0.0471
2,0.0873
3,0.1142